C23H30N2O3S | ωB97M-V/def2-TZVPD

Its structure (SMILES) is O=C(Cc1cccs1)N(Cc1ccco1)C1(C(=O)NC2CCCC2)CCCCC1. For the HOMO energy, the calculation gives -8.81 eV. The lowest unoccupied orbital energy is 0.539 eV. As for the total charge: 0. The frontier orbital gap comes out at 9.3 eV. As for the max |F|: 1.0 eV/A.

CARTESIAN COORDINATES (ANGSTROEM)
O1 1.467 1.189 1.002
C1 1.229 0.222 0.304
C2 2.195 -0.178 -0.810
C3 2.965 -1.401 -0.436
C4 3.461 -1.734 0.786
C5 4.161 -2.962 0.785
C6 4.188 -3.549 -0.436
S1 3.361 -2.613 -1.620
N1 0.106 -0.519 0.464
C7 -0.167 -1.705 -0.320
C8 -1.081 -1.415 -1.472
C9 -2.122 -2.107 -2.013
C10 -2.602 -1.325 -3.095
C11 -1.822 -0.215 -3.129
O2 -0.894 -0.259 -2.152
C12 -0.821 -0.097 1.539
C13 -0.958 1.447 1.478
O3 -0.997 2.159 2.455
N2 -1.217 1.890 0.226
C14 -1.251 3.301 -0.100
C15 -2.255 3.552 -1.242
C16 -1.420 3.923 -2.478
C17 0.005 3.481 -2.142
C18 0.104 3.771 -0.648
C19 -0.236 -0.572 2.878
C20 -1.161 -0.315 4.065
C21 -2.553 -0.883 3.819
C22 -3.126 -0.292 2.536
C23 -2.235 -0.664 1.352
H1 1.669 -0.320 -1.755
H2 2.883 0.665 -0.926
H3 3.330 -1.117 1.657
H4 4.622 -3.385 1.659
H5 4.644 -4.474 -0.727
H6 0.776 -2.116 -0.689
H7 -0.617 -2.476 0.308
H8 -2.501 -3.053 -1.687
H9 -3.416 -1.561 -3.747
H10 -1.818 0.647 -3.766
H11 -1.027 1.277 -0.552
H12 -1.516 3.816 0.825
H13 -2.839 2.648 -1.418
H14 -2.951 4.348 -0.984
H15 -1.436 5.003 -2.627
H16 -1.799 3.456 -3.386
H17 0.127 2.412 -2.327
H18 0.753 4.014 -2.726
H19 0.215 4.843 -0.483
H20 0.925 3.255 -0.153
H21 0.709 -0.052 3.041
H22 -0.031 -1.644 2.793
H23 -0.723 -0.763 4.959
H24 -1.235 0.761 4.221
H25 -3.203 -0.646 4.662
H26 -2.503 -1.972 3.730
H27 -3.184 0.793 2.633
H28 -4.134 -0.673 2.358
H29 -2.671 -0.289 0.424
H30 -2.205 -1.754 1.299

Here are the Löwdin charges for atoms 1 to 4, given in e:
1 O 0.086
2 C -0.445
3 C -0.099
4 C -0.549